No. 1
{"formula": "C4H6AgBrO3", "method": "ωB97M-V/def2-TZVPD", "symbols": ["Ag", "Br", "O", "O", "O", "C", "C", "C", "C", "H", "H", "H", "H", "H", "H"], "positions_angstrom": [[2.6870, 4.9791, 0.7172], [1.0139, 3.4218, -0.7751], [1.4142, -1.3553, 0.4431], [-0.7167, -1.5513, 0.9710], [0.8092, -2.8429, 2.0896], [-1.5773, 0.3918, -0.2654], [0.5216, -2.0280, 1.2556], [-0.6408, -0.8833, -0.2496], [0.8632, -0.5365, -0.4910], [1.0371, 0.5244, -0.3111], [1.1060, -0.7395, -1.5340], [-1.5706, 0.9071, -1.2259], [-1.3786, 1.2662, 0.3543], [-1.0119, -1.5694, -1.0110], [-2.5562, 0.0159, 0.0323]], "homo_energy_ha": [-0.5000, -0.4988], "charge": 1, "lumo_ev": [-6.66, -9.31], "de_lowest_kcal_mol": 0.0, "energy_ev": -84419.49528, "spin_multiplicity": 2}


No. 2
{"formula": "C4H6AgClF3O2", "method": "ωB97M-V/def2-TZVPD", "symbols": ["Ag", "Cl", "F", "F", "F", "O", "O", "C", "C", "C", "C", "H", "H", "H", "H", "H", "H"], "positions_angstrom": [[-11.2324, 7.0742, -6.1685], [-12.1419, 8.8924, -7.7553], [-13.3770, 4.2048, -4.1243], [-14.2692, 2.7722, -5.4748], [-12.4849, 2.2598, -4.3845], [-12.9271, 3.8579, -7.4021], [-11.4662, 4.8483, -5.8866], [-12.1426, 3.7892, -6.1739], [-14.0208, 5.1642, -9.0446], [-13.7487, 4.9848, -7.5570], [-13.0986, 3.2727, -5.0582], [-14.7330, 4.8503, -7.0808], [-14.3436, 4.2369, -9.5145], [-14.7467, 5.9667, -9.2085], [-13.1235, 5.5447, -9.5412], [-11.4699, 2.9488, -6.4242], [-13.2901, 5.9098, -7.2023]], "homo_energy_ha": -0.1962, "charge": -1, "lumo_ev": 3.02, "de_lowest_kcal_mol": 0.0, "energy_ev": -33016.82834}


No. 3
{"formula": "C4H6AgMgO5", "method": "ωB97M-V/def2-TZVPD", "symbols": ["Ag", "Mg", "O", "O", "O", "O", "O", "C", "C", "C", "C", "H", "H", "H", "H", "H", "H"], "positions_angstrom": [[2.3957, 1.4639, -0.9615], [-0.7361, 0.7374, 0.8624], [1.2002, 0.7909, 0.7880], [-2.4532, 1.2876, 0.2494], [0.8717, -1.4752, 0.8203], [2.6998, -0.5036, -0.2156], [-1.2402, -1.0552, -0.0574], [-2.2800, -0.7764, -0.9981], [1.7791, -0.4308, 0.6906], [-0.1380, -1.8477, -0.4424], [-3.1835, 0.2476, -0.3119], [-3.9055, 0.6019, -1.0726], [-0.4382, -2.9000, -0.5173], [-3.7737, -0.2869, 0.4613], [-2.8044, -1.7128, -1.2410], [0.3740, -1.4308, -1.3221], [-1.8248, -0.3534, -1.9093]], "homo_energy_ha": [-0.0304, -0.1530], "charge": -1, "lumo_ev": [2.49, 2.41], "de_lowest_kcal_mol": 0.0, "energy_ev": -23925.15092, "spin_multiplicity": 3}


No. 4
{"formula": "C4H6As2F15N2O8Pt", "method": "ωB97M-V/def2-TZVPD", "symbols": ["Pt", "As", "As", "F", "F", "F", "F", "F", "F", "F", "F", "F", "F", "F", "F", "F", "F", "F", "O", "O", "O", "O", "O", "O", "O", "O", "N", "N", "C", "C", "C", "C", "H", "H", "H", "H", "H", "H"], "positions_angstrom": [[-0.5224, -0.5615, -0.2126], [2.8427, -0.9871, 1.7108], [-2.6077, -2.5964, -2.6535], [-2.0752, -3.9878, -1.7394], [-2.9456, -3.6423, -4.0899], [-3.2677, -1.1781, -3.5273], [-1.7719, 2.0341, 3.6449], [0.1538, 2.3749, 2.9042], [1.9618, -1.8151, 3.0218], [-1.3342, 3.8448, 2.6916], [3.7126, -0.0391, 0.3971], [2.7806, -2.3220, 0.5370], [-0.9530, -2.2821, -3.3682], [-2.1105, -1.5549, -1.2734], [2.9485, 0.4380, 2.7967], [-4.2098, -2.9136, -2.0097], [1.1293, -0.5006, 1.1549], [4.3507, -1.6279, 2.4896], [0.3386, -4.6334, 0.7101], [-0.9107, 0.7373, -2.2302], [-1.9514, 0.5872, 1.0498], [-0.6856, -3.6213, 2.2455], [-0.3639, 1.8196, 0.2737], [0.7218, 0.9769, -3.5995], [-0.4045, -2.6862, 0.4032], [0.8737, -0.3900, -1.9658], [0.2196, 0.4303, -2.6308], [-0.2392, -3.6462, 1.1104], [-1.0796, 2.5204, 2.5960], [0.3478, 3.0336, -0.0479], [1.8106, 2.6583, -0.5028], [-1.4703, 1.8640, 1.2056], [2.3538, 2.0775, 0.2427], [2.2589, 3.6518, -0.5065], [0.5222, 3.7854, 0.7219], [1.9413, 2.1330, -1.4489], [-2.3017, 2.4363, 0.7940], [-0.0633, 3.5819, -0.8955]], "homo_energy_ha": [0.0048, 0.0040], "charge": -3, "lumo_ev": [6.77, 6.77], "de_lowest_kcal_mol": 74.1, "energy_ev": -189287.74152, "spin_multiplicity": 3}


No. 5
{"formula": "C4H6Br2N2O", "method": "ωB97M-V/def2-TZVPD", "symbols": ["Br", "Br", "O", "N", "N", "C", "C", "C", "C", "H", "H", "H", "H", "H", "H"], "positions_angstrom": [[-3.8945, 0.4188, 0.5159], [0.1406, -3.9252, -0.8176], [-3.0251, 0.8446, -2.3991], [-1.9172, 0.4563, -1.9404], [-2.0102, 0.4346, 0.4130], [0.0709, -0.2038, -0.5298], [-1.3440, 0.2288, -0.8340], [0.1916, 0.3563, 0.9168], [-1.1947, -0.0021, 1.5155], [0.1311, 1.4920, 0.8459], [0.1194, -1.2908, -0.7444], [0.6857, 0.4098, -1.2127], [-1.3862, 0.5057, 2.4630], [1.1176, -0.1526, 1.4382], [-1.2492, -1.1597, 1.5116]], "homo_energy_ha": [-0.3086, -0.2979], "lumo_ev": [-4.01, -0.27], "de_lowest_kcal_mol": 25.6, "energy_ev": -149352.29163}


No. 6
{"formula": "C4H6Br2N2O3", "method": "ωB97M-V/def2-TZVPD", "symbols": ["Br", "Br", "O", "O", "O", "N", "N", "C", "C", "C", "C", "H", "H", "H", "H", "H", "H"], "positions_angstrom": [[-0.6220, -2.4111, -3.1067], [2.2105, -1.4080, -1.8713], [0.1318, 0.6719, -1.3526], [-0.9425, -1.6510, 1.7954], [-1.0888, 0.2697, 2.8046], [-0.6530, -0.5219, 2.0079], [0.4097, -0.1002, 1.2498], [0.6419, 1.2704, 1.0225], [-0.3398, -0.5183, -0.9771], [-0.0748, 1.6390, -0.3560], [0.2873, -1.6923, -1.4962], [0.0542, 1.8573, 1.6448], [0.3294, 2.7019, -0.7323], [1.6328, 1.3584, 0.8711], [-1.2216, 1.8229, -0.0746], [-1.2114, -0.7093, -0.5306], [0.4563, -2.5795, -0.8987]], "homo_energy_ha": [-0.3475, -0.3475], "lumo_ev": [-1.66, -1.66], "de_lowest_kcal_mol": 67.5, "energy_ev": -153445.57534}


No. 7
{"formula": "C4H6Br2O2", "method": "ωB97M-V/def2-TZVPD", "symbols": ["Br", "Br", "O", "O", "C", "C", "C", "C", "H", "H", "H", "H", "H", "H"], "positions_angstrom": [[-3.5308, -1.6299, -0.7701], [5.4153, -0.8029, -0.2807], [2.5968, 1.1069, 1.4191], [-0.2062, 0.0504, -1.3306], [-1.4796, -0.1531, 0.6884], [-0.3417, -0.1239, -0.0056], [-2.8213, 0.0402, 0.0909], [2.9984, 2.1427, 1.2296], [-2.8337, 0.7789, -0.7107], [5.6553, -1.1386, -1.6190], [0.6178, -0.2412, 0.4762], [-1.4394, -0.3619, 1.7438], [-3.5640, 0.3007, 0.8389], [-1.0670, 0.0318, -1.7703]], "homo_energy_ha": -0.3355, "lumo_ev": 0.65, "de_lowest_kcal_mol": 7.7, "energy_ev": -148424.20999}


No. 8
{"formula": "C4H6BrClN2", "method": "ωB97M-V/def2-TZVPD", "symbols": ["Br", "Cl", "N", "N", "C", "C", "C", "C", "H", "H", "H", "H", "H", "H"], "positions_angstrom": [[1.9816, -2.0699, -0.1102], [3.5343, 1.8084, 0.6989], [-0.3626, 0.3038, -1.3353], [2.7063, 1.0268, -1.7589], [1.2451, -0.3902, 0.3769], [-1.2331, -0.4560, 0.7515], [-0.1023, -0.1211, -0.1842], [2.6932, 1.0253, -0.5397], [-1.8841, 0.4059, 0.8673], [3.3511, 1.6008, -2.2968], [-0.8733, -0.7777, 1.7249], [-1.8193, -1.2573, 0.3077], [1.4115, -0.1783, 1.4243], [0.4432, 0.4914, -1.9274]], "homo_energy_ha": -0.3282, "lumo_ev": 0.09, "de_lowest_kcal_mol": 27.8, "energy_ev": -89787.46736}


No. 9
{"formula": "C4H6BrF", "method": "ωB97M-V/def2-TZVPD", "symbols": ["Br", "F", "C", "C", "C", "C", "H", "H", "H", "H", "H", "H"], "positions_angstrom": [[0.1963, -4.1079, -0.6901], [2.3084, 0.8211, 0.8669], [0.2659, 0.4843, 0.1702], [-1.1517, 0.6690, -0.0974], [1.2579, -0.0313, 0.8033], [-0.1900, 1.8189, -0.3287], [-0.0956, 1.7972, -1.3701], [-1.8588, 0.2131, 0.7332], [-1.2135, 0.4415, -1.1840], [0.1421, 2.6670, 0.2785], [-1.1042, -3.7726, -0.3820], [1.4431, -1.0001, 1.2002]], "homo_energy_ha": -0.3390, "lumo_ev": 0.66, "de_lowest_kcal_mol": 55.5, "energy_ev": -77001.67964, "smiles": "FC=C1CC1.Br"}


No. 10
{"formula": "C4H6BrN", "method": "ωB97M-V/def2-TZVPD", "symbols": ["Br", "N", "C", "C", "C", "C", "H", "H", "H", "H", "H", "H"], "positions_angstrom": [[2.9864, 0.2508, -0.3122], [0.7312, -1.9608, -0.2451], [1.1406, 0.3034, -0.3700], [-1.1773, -0.5711, 0.3582], [0.2803, -0.7696, -0.1073], [0.2313, 2.1823, -0.0529], [0.8943, 2.8774, -0.5973], [-1.1511, 0.2284, 0.9721], [0.0975, -2.7045, 0.0629], [-1.7562, -0.3498, -0.4367], [-0.7628, 2.0189, -0.3009], [-1.5142, -1.5053, 1.0292]], "homo_energy_ha": [-0.3583, -0.3111], "lumo_ev": [-0.85, -0.84], "de_lowest_kcal_mol": 130.7, "energy_ev": -75771.25297}


No. 11
{"formula": "C4H6BrN2", "method": "ωB97M-V/def2-TZVPD", "symbols": ["Br", "N", "N", "C", "C", "C", "C", "H", "H", "H", "H", "H", "H"], "positions_angstrom": [[2.9583, 0.6908, -0.0208], [1.3546, -1.6451, -0.1599], [0.0909, 0.1920, 0.0425], [-1.5373, 2.0437, 0.2869], [-0.2654, 1.6157, 0.1191], [1.2758, -0.3575, 0.0653], [1.4794, -2.7559, 0.3242], [-0.8288, -0.2942, 0.1441], [1.6881, -3.6655, -0.3148], [-1.9110, 3.0109, 0.3919], [0.6332, 2.3676, 0.0620], [-2.2670, 1.2182, 0.2618], [1.7751, -2.7379, 1.4336]], "homo_energy_ha": -0.5068, "charge": 1, "lumo_ev": -4.98, "de_lowest_kcal_mol": 57.6, "energy_ev": -77258.40706, "smiles": "C=C/[NH+]=C(\\Br)N=C"}


No. 12
{"formula": "C4H6BrN2", "method": "ωB97M-V/def2-TZVPD", "symbols": ["Br", "N", "N", "C", "C", "C", "C", "H", "H", "H", "H", "H", "H"], "positions_angstrom": [[2.9656, 0.6952, 0.0060], [-0.1912, 0.1579, -0.2646], [1.2488, -1.8520, -0.1861], [-1.0680, 2.4071, -0.0941], [1.9783, -2.8046, 0.0987], [0.7893, -0.6576, -0.2014], [-0.1113, 1.5282, 0.1958], [2.0043, -3.5506, -0.6327], [0.6531, 1.7528, 1.0003], [-1.9080, 1.9312, -0.5825], [-1.3518, 3.3688, 0.4025], [2.5126, -2.9893, 1.0634], [-1.1370, -0.0797, -0.6227]], "homo_energy_ha": [-0.5142, -0.5141], "charge": 1, "lumo_ev": [-6.89, -6.89], "de_lowest_kcal_mol": 103.3, "energy_ev": -77256.42679}


No. 13
{"formula": "C4H6BrN2OS", "method": "ωB97M-V/def2-TZVPD", "symbols": ["Br", "S", "O", "N", "N", "C", "C", "C", "C", "H", "H", "H", "H", "H", "H"], "positions_angstrom": [[1.0930, -2.6481, 0.0220], [-0.3991, -1.2667, 2.4791], [-2.0371, 0.7424, 3.1150], [-1.1228, 0.7889, 1.0181], [1.3953, 0.0890, -1.4872], [-1.3783, 0.1762, 2.3009], [-0.0409, 0.4589, -1.2793], [-0.4234, 0.0725, 0.1079], [0.1018, -1.2665, 0.8564], [1.3082, -0.9541, -1.3356], [1.9825, 0.6925, -1.0592], [-1.6693, 1.6349, 0.9794], [-0.5951, -0.2058, -1.8869], [-0.0863, 1.4399, -1.4303], [1.8715, 0.2462, -2.4003]], "homo_energy_ha": -0.4276, "charge": 1, "lumo_ev": -3.95, "energy_ev": -90141.31203, "smiles": "[NH3+]Cc1[nH]c(=O)sc1Br"}


No. 14
{"formula": "C4H6BrNO", "method": "ωB97M-V/def2-TZVPD", "symbols": ["Br", "O", "N", "C", "C", "C", "C", "H", "H", "H", "H", "H", "H"], "positions_angstrom": [[0.1737, -2.7135, -0.5610], [-0.0478, 1.3413, -0.7495], [2.2468, 0.8854, -1.1987], [1.0813, 0.7243, -0.7898], [-0.6828, -0.4434, 0.8696], [-1.1553, 0.6286, -0.1380], [0.4816, -1.1640, 0.3981], [1.0822, -1.5289, 1.2804], [-1.7557, 1.2850, 0.5687], [-1.6266, -1.0672, 0.9500], [-0.6343, -0.0140, 1.8987], [2.6304, 1.7591, -1.5260], [-1.7934, 0.3074, -1.0026]], "homo_energy_ha": [-0.2224, -0.3793], "lumo_ev": [0.83, -1.69], "de_lowest_kcal_mol": 26.3, "energy_ev": -77819.14038, "spin_multiplicity": 3}


No. 15
{"formula": "C4H6BrNO2S2", "method": "ωB97M-V/def2-TZVPD", "symbols": ["Br", "S", "S", "O", "O", "N", "C", "C", "C", "C", "H", "H", "H", "H", "H", "H"], "positions_angstrom": [[2.0518, 0.1241, -4.0259], [-1.3996, 0.3299, 0.9248], [2.1437, -1.8818, -1.7491], [-2.4169, -0.2008, 0.0412], [-1.4905, 0.0007, 2.3263], [0.0185, -0.0110, 0.2007], [0.4652, -1.1831, 0.4657], [-1.3630, 2.1795, 1.0216], [1.5838, -1.9316, -0.1724], [1.5666, -0.4375, -2.3523], [0.7413, 0.0169, -1.9371], [1.9887, -2.8301, 0.4302], [0.2701, -1.6623, 1.3903], [-0.5327, 2.3032, 1.7561], [-1.2465, 2.7228, 0.1522], [-2.3804, 2.4611, 1.5276]], "homo_energy_ha": [-0.3106, -0.3092], "lumo_ev": [-1.26, -1.65], "de_lowest_kcal_mol": 44.0, "energy_ev": -101539.37543}


No. 16
{"formula": "C4H6Cl2N3", "method": "ωB97M-V/def2-TZVPD", "symbols": ["Cl", "Cl", "N", "N", "N", "C", "C", "C", "C", "H", "H", "H", "H", "H", "H"], "positions_angstrom": [[-1.6831, 2.2347, 0.1155], [-1.4569, -2.4760, 0.2262], [-0.6098, -0.0809, -0.2948], [-2.9557, -0.1550, 0.0291], [1.6001, 1.4774, 0.0000], [-1.8744, 0.4915, -0.0502], [1.1244, -1.7501, -0.1674], [-0.3027, -1.3289, -0.1025], [2.1684, 2.4631, 0.1580], [1.7521, -1.3481, 0.5782], [1.3984, -2.8326, -0.1608], [1.4913, -1.1000, -0.9485], [-3.6634, 0.3666, 0.5084], [0.2782, 0.5562, -0.1048], [2.7331, 3.4821, 0.2138]], "homo_energy_ha": -0.5296, "charge": 1, "lumo_ev": -4.94, "de_lowest_kcal_mol": 46.0, "energy_ev": -33751.81552}